Record 1
ORCA calculation (ωB97M-V/def2-TZVPD) on a 2-piece molecular cluster, C11H14N2O overall in a non-equilibrium geometry.

Each line ends with the Löwdin charge.
CARTESIAN COORDINATES (ANGSTROEM)
C: -0.319 -3.757 -0.261  -0.0636
C: -0.110 -0.990 2.227  -0.0485
C: -1.160 -0.218 1.702  -0.3038
C: 0.151 -2.164 1.594  -0.0783
C: -0.603 -2.496 0.488  -0.3190
C: -2.068 -0.546 0.631  0.0059
C: -1.760 -1.787 0.116  -0.0688
O: -1.413 0.815 2.580  0.0066
H: 0.340 -0.648 3.200  0.1459
H: 0.964 -2.951 1.825  0.1513
H: -2.765 0.122 0.208  0.0991
H: -1.582 1.608 2.034  0.1152
H: -1.103 -3.969 -0.995  0.0786
H: -0.292 -4.582 0.356  0.0470
H: -2.372 -2.213 -0.722  0.1231
H: 0.686 -3.635 -0.714  0.0947
C: 1.357 4.195 -1.371  -0.0788
C: 1.466 0.773 -0.170  -0.1575
C: 1.159 2.757 -1.182  -0.3600
C: 0.377 1.816 -1.893  -0.0504
N: 1.888 2.096 -0.120  0.0772
N: 0.740 0.597 -1.325  0.0149
H: 1.703 -0.174 0.343  0.1119
H: 0.353 -0.288 -1.590  0.1254
H: -0.143 2.075 -2.736  0.0753
H: 0.647 4.662 -2.032  0.0624
H: 2.439 4.249 -1.825  0.1168
H: 1.421 4.651 -0.367  0.0777

Atomic forces in eV per Å
0.55 1.49 -1.48
-0.70 0.63 0.81
-0.97 0.27 1.14
1.77 -2.12 -0.64
-1.81 -0.74 -0.35
3.42 -0.85 2.11
0.07 -0.33 -1.77
-0.40 1.53 -1.16
-0.37 -0.36 -1.39
-1.16 1.73 0.14
-0.96 0.56 0.03
-0.09 -0.25 0.60
0.42 0.20 -0.19
0.23 -1.85 1.55
0.63 0.51 0.83
-0.63 -0.43 -0.21
2.87 0.05 0.00
0.83 2.57 -2.74
-0.35 -3.70 1.25
3.95 1.27 3.54
-2.45 -2.00 -0.77
-1.17 0.32 0.44
0.33 1.24 0.24
-0.26 -0.19 0.05
-1.38 -0.38 -1.91
-0.21 0.21 -0.11
-1.97 0.46 0.67
-0.20 0.16 -0.66

- Frontier orbital gap: 8.977 eV
- E_HOMO: -0.304 Eh
- Multiplicity: 1
- Energy above the lowest of the compared OMol25 structures with the same formula, charge and spin: 276.1 kJ/mol
- Structure (SMILES): Cc1ccc(O)cc1.Cc1c[nH]cn1



Record 2
ORCA calculation (ωB97M-V/def2-TZVPD) on a 2-piece molecular cluster, C11H14N2O overall in a non-equilibrium geometry.

Each line ends with the Löwdin charge.
CARTESIAN COORDINATES (ANGSTROEM)
C: 0.619 -1.206 1.952  -0.0539
C: 0.976 -0.644 -0.634  -0.1107
C: 0.775 -1.442 0.529  -0.2243
C: 1.384 -1.533 -1.706  -0.1936
C: 0.935 -2.776 0.062  -0.0424
C: 0.971 0.758 -1.031  -0.0647
C: 0.862 1.204 -2.295  -0.1277
C: 0.996 0.237 -3.322  -0.0921
C: 1.323 -1.108 -3.051  -0.0152
N: 1.381 -2.840 -1.249  0.0822
H: 0.768 1.421 -0.095  0.1288
H: 0.642 2.282 -2.464  0.1143
H: 0.920 0.570 -4.353  0.0922
H: 0.972 -0.222 2.290  0.1010
H: 0.911 -1.946 2.553  0.0326
H: 1.030 -3.793 0.608  0.1490
H: 1.778 -3.577 -1.650  0.0900
H: 1.329 -1.772 -3.835  0.0739
H: -0.439 -1.176 2.098  0.0644
C: -2.410 2.714 0.872  0.0010
C: -2.167 2.139 2.280  -0.5066
O: -1.418 2.801 2.976  0.0173
N: -2.731 0.948 2.889  0.1262
H: -3.319 2.386 0.367  0.0710
H: -1.607 2.128 0.339  0.0828
H: -2.287 0.554 3.706  0.0845
H: -3.193 0.173 2.484  0.0622
H: -2.305 3.745 0.736  0.0578

Atomic forces in eV per Å
-2.20 4.05 -1.21
1.77 0.46 -2.62
1.32 -3.42 -2.09
-1.37 0.42 -0.17
1.43 -0.97 1.08
-1.76 -0.54 5.20
0.17 0.18 -0.88
0.74 -0.60 -0.10
-0.68 2.98 1.72
-2.65 5.27 2.76
0.47 -0.62 -1.98
0.36 -1.05 -0.15
-0.10 -0.22 0.06
0.20 -0.38 -0.10
1.79 -2.91 2.14
-0.48 2.19 -0.50
1.66 -3.61 -2.05
0.36 -1.54 -1.64
-1.08 0.35 0.57
-0.02 -4.48 -0.40
-0.11 0.41 1.90
-0.16 -0.60 -0.11
0.62 1.29 -0.82
-0.21 -0.08 0.27
-0.51 0.96 -0.05
0.58 1.06 0.17
-0.66 -0.02 -1.51
0.49 1.43 0.52

- Frontier orbital gap: 8.432 eV
- E_HOMO: -0.282 Eh
- Multiplicity: 1
- Energy above the lowest of the compared OMol25 structures with the same formula, charge and spin: 260.1 kJ/mol
- Structure (SMILES): Cc1c[nH]c2ccccc12.CC(N)=O



Record 3
ORCA calculation (ωB97M-V/def2-TZVPD) on one molecule with the formula C11H14N2O4 in a non-equilibrium geometry.

Each line ends with the Löwdin charge.
CARTESIAN COORDINATES (ANGSTROEM)
C: -0.516 0.437 -1.871  -0.3063
C: -0.256 1.501 -0.763  -0.4176
C: -1.435 -0.666 -1.338  -0.0994
C: -0.992 -1.593 -0.096  -0.1741
C: -1.213 -0.960 1.207  -0.0261
C: -0.427 -2.849 -0.123  -0.0583
C: -0.744 -1.533 2.351  -0.0288
C: -0.033 -3.487 1.074  -0.0109
C: -0.025 -2.756 2.299  -0.2660
C: 1.427 2.811 0.368  -0.0749
C: 0.821 4.122 0.314  -0.6095
H: 0.502 -0.262 -3.302  0.0751
H: 0.890 -1.253 -1.962  0.1266
H: -0.842 1.160 -2.679  0.1688
H: -1.587 -1.408 -2.142  0.1100
H: -2.393 -0.234 -0.972  0.1192
H: -1.504 0.142 1.362  0.1308
H: -0.238 -3.285 -1.068  0.0934
H: -0.688 -1.077 3.325  0.1133
H: 0.306 -4.417 1.139  0.0579
H: 0.974 -4.124 2.902  0.1107
H: 1.698 1.299 -1.340  0.0958
H: 2.513 2.618 0.536  0.1448
H: 1.043 2.502 1.430  0.1702
H: 0.542 4.110 -1.643  0.1101
N: 0.711 -0.235 -2.309  0.0162
N: 1.110 1.744 -0.670  0.0856
O: -1.104 1.865 0.086  0.0311
O: 0.417 -3.479 3.416  0.0180
O: 0.737 4.779 1.294  0.1422
O: 0.306 4.528 -0.825  0.1519

Atomic forces in eV per Å
0.19 0.27 1.84
0.60 -1.89 1.99
-1.49 -1.40 0.97
-0.56 3.47 1.13
0.67 1.27 -0.99
0.02 0.47 1.00
2.01 -1.70 1.00
-1.09 5.53 0.72
-2.11 -1.58 -1.55
1.68 -5.37 1.76
0.31 0.36 -0.91
1.00 -0.71 -0.13
-0.95 2.63 -0.56
-0.42 -1.58 0.28
-0.39 0.59 0.00
0.45 -0.34 -0.67
-0.10 -2.01 -0.93
0.01 -0.77 -0.82
-0.57 0.57 0.09
1.47 -4.00 -0.35
-0.47 0.39 1.67
0.62 -0.09 -0.28
-0.52 1.46 -0.28
0.38 -0.17 -2.06
0.45 -0.92 -0.19
0.64 -0.90 -0.87
-3.30 3.16 2.30
1.93 -0.04 -2.54
0.76 0.43 -2.05
-0.13 1.06 1.11
-1.09 1.82 -0.70

- Frontier orbital gap: 8.974 eV
- E_HOMO: -0.317 Eh
- Multiplicity: 1
- Energy above the lowest of the compared OMol25 structures with the same formula, charge and spin: 275.6 kJ/mol
- Structure (SMILES): N[C@@H](Cc1ccc(O)cc1)C(=O)NCC(=O)O



Record 4
ORCA calculation (ωB97M-V/def2-TZVPD) on one molecule with the formula C11H14N2O5S.

Each line ends with the Löwdin charge.
CARTESIAN COORDINATES (ANGSTROEM)
C: 0.742 2.989 3.198  -0.0445
C: 0.903 2.111 1.997  -0.2650
C: 0.286 2.424 0.792  -0.0313
C: 0.438 1.602 -0.312  -0.0611
C: 1.212 0.467 -0.205  -0.2877
C: 1.853 0.144 0.975  -0.0555
C: 1.694 0.967 2.074  -0.0201
H: 2.183 0.721 3.004  0.1206
H: 2.471 -0.739 1.018  0.1219
S: 1.375 -0.636 -1.601  0.6727
O: 2.755 -0.976 -1.769  -0.2684
O: 0.649 -0.118 -2.724  -0.2598
N: 0.619 -2.076 -1.144  -0.0873
H: 0.790 -2.266 -0.165  0.1075
C: -0.780 -2.231 -1.483  -0.2496
H: -1.128 -3.150 -0.991  0.1755
C: -0.918 -2.472 -3.000  -0.5156
O: -1.969 -2.356 -3.562  0.1272
O: 0.183 -2.889 -3.603  0.1333
H: 0.953 -2.822 -3.011  0.0988
C: -1.687 -1.072 -1.058  -0.0615
C: -1.590 -0.795 0.430  -0.5405
O: -0.830 -1.374 1.178  0.0554
N: -2.420 0.178 0.859  0.1792
H: -3.050 0.651 0.237  0.1109
H: -2.413 0.432 1.833  0.1165
H: -1.395 -0.180 -1.615  0.1127
H: -2.714 -1.319 -1.333  0.1369
H: -0.026 1.834 -1.259  0.1170
H: -0.319 3.316 0.716  0.1149
H: -0.022 3.745 3.033  0.0757
H: 0.472 2.398 4.071  0.0834
H: 1.682 3.493 3.419  0.0879

Atomic forces in eV per Å
0.05 0.01 0.01
-0.07 0.01 -0.12
0.11 -0.07 0.07
-0.03 0.02 -0.18
0.05 -0.28 -0.59
0.15 0.05 0.17
0.00 -0.11 -0.18
0.06 -0.05 0.10
0.12 -0.11 0.12
0.42 -0.21 0.22
-0.01 0.07 0.37
-0.23 0.10 0.17
0.54 0.71 -0.17
0.06 -0.05 0.15
-0.57 0.28 -0.26
0.17 0.14 -0.10
-0.16 -0.05 0.62
-0.05 -0.01 -0.09
0.26 -0.26 -0.58
-0.25 -0.13 0.05
0.13 -0.36 -0.01
-0.34 0.10 -0.38
0.17 -0.37 0.29
-0.28 0.21 0.21
0.02 -0.03 0.00
0.04 -0.02 -0.04
-0.18 0.01 0.04
0.03 0.09 0.01
-0.10 0.07 -0.09
-0.05 0.09 0.00
-0.04 0.06 0.04
-0.03 0.01 0.09
0.03 0.07 0.07

- Frontier orbital gap: 10.177 eV
- E_HOMO: -0.360 Eh
- Multiplicity: 1
- Energy above the lowest of the compared OMol25 structures with the same formula, charge and spin: 18.9 kJ/mol
- Structure (SMILES): Cc1ccc(S(=O)(=O)N[C@@H](CC(N)=O)C(=O)O)cc1



Record 5
ORCA calculation (ωB97M-V/def2-TZVPD) on C11H14N2OPTm as an isolated structure in a non-equilibrium geometry.

Each line ends with the Mulliken spin population.
CARTESIAN COORDINATES (ANGSTROEM)
C: -0.985 -0.089 -3.654  0.0056
C: -1.713 1.156 -3.721  0.0001
C: -0.834 2.222 -3.370  -0.0035
C: 0.501 1.736 -3.386  0.0043
C: 0.470 0.274 -3.426  0.0226
Tm: -0.071 -1.256 -0.660  1.5369
P: -0.507 -3.733 -1.282  -0.0279
H: -1.273 -1.085 -4.161  0.0004
H: -2.769 1.287 -3.990  -0.0019
H: -1.117 3.273 -3.217  -0.0009
H: 1.314 -0.409 -3.801  0.0095
H: 1.399 2.368 -3.326  -0.0014
H: 0.690 -4.333 -1.806  0.0186
H: -1.654 -4.243 -1.941  0.0473
H: -0.595 -4.131 0.119  0.0153
N: 0.612 -0.601 5.204  0.0002
C: 0.338 -1.020 3.927  0.0457
O: 0.095 -2.208 3.722  0.0032
C: 0.383 0.028 2.817  -0.0266
C: 0.719 1.374 2.976  0.0229
C: 0.755 2.287 1.915  -0.0063
C: 0.469 1.813 0.629  0.0876
N: 0.189 0.514 0.445  0.0931
C: 0.121 -0.356 1.491  -0.0428
H: 0.516 -1.253 5.949  0.0004
H: 0.686 0.399 5.461  -0.0010
H: 0.968 1.717 3.975  0.0146
H: 1.009 3.340 2.095  0.0003
H: 0.459 2.422 -0.273  0.0038
H: -0.178 -1.495 1.290  0.1799

Atomic forces in eV per Å
1.43 0.25 -0.93
0.58 -0.84 1.08
0.46 -0.52 -0.99
-0.30 -1.31 1.08
-1.21 0.08 -1.21
0.20 0.23 -4.68
-0.07 -1.21 0.19
0.30 1.72 1.05
0.44 -0.22 0.39
0.11 -0.55 -0.30
-1.26 1.14 0.79
-0.45 -0.45 0.16
-0.79 -0.25 0.38
0.23 -0.60 0.13
0.04 -0.44 -1.29
0.09 2.03 -0.58
0.06 -0.68 0.24
0.10 1.21 -0.43
-0.02 -0.88 -0.75
0.04 0.68 0.28
-0.07 -0.38 0.14
0.30 -0.04 0.46
-0.48 0.98 2.73
0.06 0.65 0.84
-0.09 -0.45 0.24
-0.12 -1.32 -0.37
-0.04 0.22 -0.14
-0.14 -0.61 -0.15
0.10 -0.09 0.19
0.47 1.66 1.46

- Frontier orbital gap (alpha / beta): 3.522 / 5.854 eV
- ⟨S²⟩: 2.03
- E_HOMO (alpha / beta): -0.165 / -0.236 Eh
- Multiplicity: 3



Record 6
ORCA calculation (ωB97M-V/def2-TZVPD) on C11H14N2OSbSe4SiTi as an isolated structure.

Each line ends with the Mulliken spin population.
CARTESIAN COORDINATES (ANGSTROEM)
Ti: 0.184 -0.444 -1.378  -0.0010
C: 4.631 -0.069 -0.541  -0.0021
C: 3.264 -0.539 -0.612  0.0017
N: 2.178 -0.896 -0.687  0.0025
H: 4.594 1.020 -0.481  0.0008
H: 5.175 -0.386 -1.429  -0.0002
H: 5.110 -0.462 0.354  0.0004
O: -0.844 -2.113 -4.919  0.0000
C: -0.505 -1.941 -3.821  -0.0002
N: -0.133 -1.796 -2.678  0.0006
Se: -1.115 4.438 0.181  -0.0100
Sb: 0.814 3.236 -0.486  -0.0517
Se: 2.736 4.297 -1.590  0.7466
Se: 2.389 2.155 0.994  0.3143
Se: 0.020 1.605 -2.427  -0.0050
C: -3.311 1.032 -0.696  0.0000
Si: -2.131 -0.382 -0.471  -0.0006
C: -2.959 -2.057 -0.604  0.0001
C: -1.052 -0.302 1.055  0.0028
C: -1.015 0.762 1.973  0.0109
C: -0.152 0.730 3.048  -0.0168
C: 0.726 -0.340 3.218  0.0002
C: 0.747 -1.373 2.304  0.0054
C: -0.135 -1.348 1.224  -0.0030
H: -4.189 0.913 -0.056  0.0000
H: -3.644 1.071 -1.734  -0.0001
H: -2.826 1.984 -0.468  -0.0001
H: -3.765 -2.131 0.131  0.0000
H: -2.264 -2.879 -0.435  0.0000
H: -3.392 -2.188 -1.597  0.0000
H: -1.670 1.615 1.837  0.0019
H: -0.144 1.550 3.754  0.0009
H: 1.403 -0.350 4.062  0.0025
H: 1.438 -2.199 2.420  -0.0012
H: -0.164 -2.212 0.556  0.0002

Atomic forces in eV per Å
0.25 -0.25 0.26
0.05 -0.02 0.00
0.06 -0.06 0.02
0.04 -0.01 -0.12
-0.01 -0.02 -0.03
0.00 -0.02 0.00
0.00 -0.01 0.01
-0.06 -0.02 -0.01
0.10 -0.06 -0.04
-0.02 0.16 0.06
-0.02 -0.11 0.03
-0.01 0.19 -0.16
-0.02 -0.10 0.04
-0.06 0.07 0.10
-0.07 0.22 -0.06
0.04 0.03 0.05
-0.16 -0.01 0.02
-0.04 0.03 0.02
-0.07 0.00 -0.08
0.03 0.06 -0.05
-0.02 0.04 0.00
0.03 -0.04 0.00
0.06 0.02 -0.02
-0.04 -0.09 -0.04
0.00 0.00 0.00
-0.02 0.00 0.00
-0.01 0.00 -0.01
0.00 -0.01 -0.01
0.01 0.00 0.00
0.00 0.01 0.00
-0.01 0.00 0.01
0.00 0.00 0.00
0.01 0.00 0.00
0.00 0.00 0.01
-0.02 -0.01 0.01

- Frontier orbital gap (alpha / beta): 6.862 / 6.149 eV
- ⟨S²⟩: 0.76
- E_HOMO (alpha / beta): -0.296 / -0.295 Eh
- Multiplicity: 2
- Energy above the lowest of the compared OMol25 structures with the same formula, charge and spin: 0.0 kJ/mol



Record 7
ORCA calculation (ωB97M-V/def2-TZVPD) on C11H14N2S as an isolated structure in a non-equilibrium geometry.

Each line ends with the Löwdin charge.
CARTESIAN COORDINATES (ANGSTROEM)
C: -4.349 1.054 0.401  -0.2054
C: -4.157 -0.270 -0.345  -0.6267
C: -1.526 -0.926 0.573  -0.3670
C: -0.020 -1.131 0.335  -0.2753
C: 0.706 -2.244 0.027  -0.0848
C: 2.121 -0.692 -0.196  -0.2580
C: 3.244 0.099 -0.277  -0.2388
C: 4.680 -0.368 -0.214  -0.0348
C: 2.909 1.430 -0.289  -0.0440
C: 1.585 1.971 -0.210  -0.0671
C: 0.567 1.120 -0.018  -0.1077
H: -4.070 0.730 1.432  0.0440
H: -5.539 1.707 0.174  0.1616
H: -3.431 1.775 -0.245  0.1255
H: -4.841 -0.228 -1.189  0.0577
H: -4.192 -1.096 0.380  0.0511
H: -2.066 -1.848 0.983  0.1039
H: -1.633 -0.208 1.273  0.0243
H: 0.279 -3.233 -0.036  0.1080
H: 5.413 0.412 -0.383  0.0639
H: 4.615 -1.060 -1.118  0.1034
H: 4.834 -0.890 0.828  0.1252
H: 3.673 2.176 -0.416  0.1006
H: 1.313 3.069 -0.510  0.1413
H: -0.528 1.385 0.094  0.1353
N: 2.036 -2.000 -0.253  0.1341
N: 0.866 -0.125 0.214  0.0223
S: -2.490 -0.606 -1.014  0.8074

Atomic forces in eV per Å
0.70 2.81 -2.65
0.29 0.09 0.29
0.24 -3.73 -2.27
-1.72 -1.68 -0.16
0.14 -1.13 -0.09
-1.27 -1.57 1.50
0.50 3.42 0.89
-1.63 -2.15 -0.15
0.10 1.16 -0.24
-0.10 2.26 -1.58
-2.31 3.27 0.89
-0.52 1.73 -0.37
3.90 -2.44 1.14
-2.87 -1.59 2.65
0.02 -1.07 -0.07
-1.24 -0.04 -0.57
1.30 0.96 -0.39
-0.65 2.77 2.08
0.20 -0.16 0.11
-0.14 0.16 0.05
1.26 0.11 1.47
-0.05 0.66 -2.32
0.49 0.07 0.10
0.94 -2.20 0.89
1.57 -0.10 -0.35
-1.48 -0.26 0.15
1.62 -1.99 -1.25
0.70 0.63 0.23

- Frontier orbital gap: 8.699 eV
- E_HOMO: -0.294 Eh
- Multiplicity: 1
- Energy above the lowest of the compared OMol25 structures with the same formula, charge and spin: 391.8 kJ/mol